# C4H7NO2

One molecule with the formula C4H7NO2 (ωB97M-V/def2-TZVPD, OMol25).

Cartesian coordinates (Å):
C  -2.18  -0.84  -0.23
N  -0.97  -0.67  -1.00
C  0.04  -0.21  -0.35
C  1.46  -0.37  -0.64
O  2.23  0.56  -0.23
C  1.34  1.46  0.61
O  0.09  1.26  0.17
H  -2.61  0.12  0.12
H  -2.94  -1.33  -0.84
H  -2.03  -1.47  0.67
H  1.90  -1.26  -1.06
H  0.40  -0.81  0.66
H  1.71  2.48  0.47
H  1.55  1.08  1.63

Net charge = 0
Largest force on an atom = 0.0071 Eh/bohr
Orbital gap (alpha / beta) = 7.54 / 7.54 eV
HOMO (alpha / beta) = -7.81 / -7.81 eV
LUMO (alpha / beta) = -0.00968 / -0.00969 hartree
Multiplicity = 1
ΔE to the lowest compared entry with this formula, charge and spin = 122.4 kcal per mole